(1)
104
Properties=species:S:1:pos:R:3:mulliken_spin:R:1 method="wB97M-V/def2-TZVPD" relative_energy_kj_mol=0.00 spin_multiplicity=2 gap_ev="5.1 / 6.4" total_charge=-1
Sc -2.00231 -0.46497 0.81755 0.15
C -2.43774 -1.92900 4.40727 -0.02
C -1.00114 -2.23243 4.09943 0.00
C -0.07068 -2.21861 5.13371 0.00
C 1.24805 -2.57970 4.91651 0.00
C 1.62542 -3.01151 3.65667 0.00
C 0.72349 -3.04460 2.59650 0.00
C 1.17553 -3.57605 1.26855 0.00
C -0.59221 -2.59053 2.80252 0.00
N -1.48207 -2.43352 1.70314 0.00
C -1.89650 -3.54243 1.05974 0.02
O -1.73579 -4.71698 1.38527 0.01
C -2.61219 -3.22891 -0.23908 0.03
C -2.86271 -4.17754 -1.21492 -0.02
C -3.40653 -3.74860 -2.41925 0.01
C -3.69756 -2.40477 -2.62070 -0.02
C -3.43494 -1.52040 -1.59033 0.04
N -2.89780 -1.94933 -0.45201 -0.01
C -3.69042 -0.02745 -1.69598 0.00
O -4.25968 0.40079 -2.69677 0.00
N -3.25756 0.66408 -0.62078 0.01
C -3.71517 1.99241 -0.44071 0.03
C -5.08804 2.28611 -0.33747 -0.02
C -6.14353 1.23779 -0.53352 -0.01
C -5.47659 3.58534 -0.02708 0.01
C -4.55185 4.59410 0.18211 0.00
C -3.20352 4.30176 0.07242 0.00
C -2.77509 3.01593 -0.23674 -0.02
C -1.30742 2.74311 -0.38811 0.00
H -2.56897 -1.76071 5.47735 0.00
H -3.08158 -2.75520 4.10092 0.00
H -2.81032 -1.05343 3.87864 0.01
H -0.39879 -1.93030 6.12659 0.00
H 1.96696 -2.55254 5.72662 0.00
H 2.64567 -3.33304 3.47747 0.00
H 2.25739 -3.71486 1.26606 0.00
H 0.90542 -2.90277 0.45217 0.00
H 0.69337 -4.53460 1.07129 0.00
H -2.60689 -5.20889 -1.01918 0.00
H -3.58937 -4.46363 -3.21188 0.00
H -4.10673 -2.02230 -3.54456 0.00
H -5.84710 0.29033 -0.08351 0.00
H -6.30305 1.05500 -1.59663 0.00
H -7.08215 1.55706 -0.07870 0.00
H -6.53613 3.79933 0.06125 0.00
H -4.87943 5.59719 0.42676 0.00
H -2.46215 5.08073 0.21526 0.00
H -0.74883 3.67773 -0.44597 0.00
H -1.10581 2.14356 -1.27440 0.00
H -0.89080 2.18232 0.45418 0.01
C 3.35844 -0.64878 1.44893 0.00
Si 3.90924 -0.70931 -0.34941 0.00
C 5.57486 0.17891 -0.47420 0.00
C 4.20425 -2.51376 -0.80779 0.00
Si 2.26143 0.18993 -1.75797 0.00
Te 0.08579 -0.84907 -1.17943 0.00
Si 2.47401 2.52161 -1.76777 0.00
C 2.35585 3.17219 0.00357 0.00
C 4.18478 2.97555 -2.43638 0.00
C 1.26592 3.43069 -2.89025 0.00
Si 2.70548 -0.60908 -3.91717 0.00
C 4.53803 -0.44807 -4.35696 0.00
C 2.24071 -2.42469 -4.06653 0.00
C 1.70259 0.36647 -5.17980 0.00
H 4.14884 -1.00791 2.11469 0.00
H 2.49128 -1.29829 1.58052 0.00
H 3.08891 0.36694 1.75066 0.00
H 6.32503 -0.34569 0.12500 0.00
H 5.51412 1.20631 -0.10716 0.00
H 5.93356 0.21071 -1.50596 0.00
H 4.81751 -3.01179 -0.05096 0.00
H 4.72026 -2.59734 -1.76770 0.00
H 3.25636 -3.04926 -0.88382 0.00
H 3.28339 2.95722 0.54199 0.00
H 1.53529 2.70242 0.54988 0.00
H 2.19925 4.25448 0.02345 0.00
H 4.98904 2.41959 -1.95216 0.00
H 4.36993 4.04306 -2.28106 0.00
H 4.24074 2.78458 -3.51112 0.00
H 0.22410 3.31532 -2.60131 0.00
H 1.36474 3.07252 -3.91711 0.00
H 1.50547 4.49883 -2.88573 0.00
H 5.15514 -1.05147 -3.68644 0.00
H 4.88847 0.58489 -4.29389 0.00
H 4.71241 -0.80216 -5.37730 0.00
H 2.80533 -3.04130 -3.36442 0.00
H 2.44497 -2.78461 -5.07950 0.00
H 1.18015 -2.56677 -3.85181 0.00
H 2.06344 1.39393 -5.26827 0.00
H 0.65133 0.40047 -4.88478 0.00
H 1.76446 -0.09624 -6.16882 0.00
S -5.38846 -1.36228 2.03801 0.28
C -4.03434 -0.60328 1.83878 0.51
Br 0.62280 3.66831 5.74331 0.00
C -0.09993 2.50980 4.43797 0.00
C 0.69020 1.51740 3.88728 0.00
C 0.11549 0.69751 2.93458 0.00
N -1.15355 0.82860 2.53680 -0.01
C -1.90704 1.78660 3.08840 0.01
C -1.41881 2.65776 4.04254 0.01
H 1.71743 1.37130 4.18682 0.00
H 0.68511 -0.09944 2.47565 0.00
H -2.93513 1.83626 2.74587 -0.02
H -2.05285 3.42534 4.46056 0.00

(2)
97
Properties=species:S:1:pos:R:3:mulliken_charge:R:1 method="wB97M-V/def2-TZVPD" gap_ev=6.8
Pb 0.51807 -0.41645 -0.33269 -1.09
C 0.17154 -0.92277 -4.20659 0.17
C 0.45942 0.57483 -4.35005 -1.33
C 0.40466 1.39285 -3.05181 0.27
N 1.36129 0.93600 -2.07170 0.56
C 2.54645 1.48406 -1.88574 0.32
C 2.91061 2.73986 -2.41899 -0.52
C 4.12103 3.40782 -2.47064 -0.66
C 5.39340 2.95993 -2.15785 -0.53
C 5.70259 1.71230 -1.63439 -0.64
C 4.86164 0.74124 -1.13287 -0.70
C 3.44984 0.70902 -0.98925 0.96
N 2.84557 -0.10999 -0.17400 -0.04
C 3.52752 -1.05622 0.67186 -0.25
C 3.76867 -2.41705 -0.01984 -0.60
C 2.87803 -2.60356 -1.24770 -1.46
N 1.45891 -2.46664 -1.02262 0.73
C 0.60215 -3.45762 -0.97841 1.27
C 1.00760 -4.80015 -0.81129 -1.19
C 0.27932 -5.96494 -0.67181 -0.69
C -1.09115 -6.17461 -0.69383 -0.74
C -2.06274 -5.22659 -0.96973 -0.57
C -1.92370 -3.88410 -1.27052 -0.75
C -0.80009 -3.03576 -1.28878 0.60
N -0.89299 -1.76230 -1.63872 0.62
C -1.84307 -1.22937 -2.57666 0.07
C -1.29783 -1.32937 -4.01873 -1.18
H 0.75743 -1.31965 -3.37485 -0.46
H 0.53286 -1.41546 -5.11235 0.43
H -0.23868 1.02339 -5.06406 0.47
H 1.46470 0.68644 -4.76707 0.38
H -0.59375 1.30788 -2.60754 -0.90
H 0.53521 2.44359 -3.32177 0.68
H 2.08554 3.29848 -2.84164 0.19
H 4.06728 4.41180 -2.87869 0.35
H 6.21810 3.62900 -2.36892 0.33
H 6.76049 1.48117 -1.56590 0.37
H 5.36382 -0.13421 -0.73896 0.28
H 2.87594 -1.22935 1.53062 -1.08
H 4.46711 -0.65316 1.06066 0.79
H 3.58727 -3.22053 0.69717 0.47
H 4.80494 -2.49829 -0.35853 0.40
H 3.11631 -3.56104 -1.72149 0.85
H 3.14634 -1.82404 -1.96860 0.18
H 2.08112 -4.93557 -0.75521 0.24
H 0.87893 -6.85253 -0.49738 0.33
H -1.43802 -7.18222 -0.50082 0.33
H -3.08465 -5.59056 -0.96723 0.37
H -2.85233 -3.37405 -1.49629 0.22
H -2.01188 -0.18138 -2.32868 -0.96
H -2.81868 -1.72719 -2.54587 0.64
H -1.94534 -0.72648 -4.66362 0.51
H -1.39742 -2.36966 -4.34042 0.36
C -0.22782 -2.37951 4.81319 -1.16
C 0.31069 -2.47611 3.38757 -0.81
Ge 0.47564 -0.72667 2.40741 1.12
C 1.86636 0.44531 3.28288 -0.45
C 1.44789 1.02862 4.63154 -1.26
C -1.17316 0.28412 2.79200 -1.39
C -1.86036 1.15813 2.03692 0.72
Ge -1.47380 1.49990 0.09908 0.88
C -0.60185 3.30688 -0.13954 -0.49
C -1.33261 4.20286 -1.13765 -1.43
C -3.22424 1.39344 -0.90532 -0.74
C -4.45290 2.13197 -0.37412 -1.16
C -2.99196 1.89386 2.65587 0.12
C -3.10590 3.27658 2.50628 0.29
C -4.12838 3.97878 3.12290 -0.83
C -5.06748 3.31012 3.89461 -0.47
C -4.97556 1.93355 4.04178 -0.77
C -3.94950 1.23204 3.42799 -0.38
H -0.30803 -3.37398 5.25824 0.41
H -1.22124 -1.92890 4.83430 0.23
H 0.42652 -1.78310 5.44982 0.24
H -0.33976 -3.11372 2.78373 0.43
H 1.29847 -2.94432 3.38489 0.40
H 2.07104 1.25200 2.57317 0.29
H 2.79286 -0.12346 3.38978 0.49
H 0.47698 1.52202 4.57030 0.25
H 2.17617 1.77072 4.96730 0.40
H 1.38739 0.25463 5.39752 0.28
H -1.51928 0.17602 3.82309 0.49
H 0.41572 3.11305 -0.48844 0.36
H -0.51988 3.79509 0.83306 0.81
H -1.41870 3.71736 -2.11210 0.24
H -0.79512 5.14354 -1.27975 0.42
H -2.34104 4.44502 -0.79668 0.30
H -3.45173 0.32821 -0.98521 0.47
H -3.00672 1.74613 -1.91815 0.39
H -4.73575 1.79129 0.61936 0.29
H -5.29972 1.95213 -1.04184 0.42
H -4.28912 3.20907 -0.32661 0.17
H -2.37464 3.80487 1.90553 0.39
H -4.19927 5.05191 2.99426 0.41
H -5.86796 3.85797 4.37511 0.39
H -5.71001 1.40134 4.63367 0.40
H -3.90160 0.15439 3.52302 0.43